No. 1
Here is a structure of composition C67H50BrI2N3O4P2SSc at a distorted geometry from the Open Molecules 2025 dataset. Energies are from wB97M-V/def2-TZVPD.

XYZ file:
```
131
Properties=species:S:1:pos:R:3
H -1.601 2.002 7.542
C 1.598 -1.166 -2.279
C -2.419 -1.986 -3.300
N -2.007 2.161 1.657
H -3.592 -0.393 -1.716
C 3.592 -2.203 4.110
C 1.324 -1.639 5.471
N 1.940 3.671 -3.924
C 2.713 4.549 -3.279
H -4.868 -2.020 4.138
H -2.812 -2.472 -2.417
H -1.224 0.021 -6.353
C -6.051 -0.417 1.544
H 0.410 -1.452 6.020
H 5.529 2.268 -0.707
H 0.878 2.165 3.267
C -3.248 -0.687 2.244
C -3.540 -3.671 3.981
C -0.532 -5.803 -1.523
H -1.786 -4.193 -2.098
H -4.307 -4.430 4.090
C 0.176 -3.482 -1.536
C -1.565 -0.557 -5.502
C 2.372 -2.279 6.158
C -2.832 -1.124 -5.507
H 5.967 -4.289 4.337
O -0.433 1.122 -1.678
H 3.108 -1.778 -5.315
I -8.018 -0.040 0.952
C -3.948 0.647 2.207
H -1.226 2.499 2.199
O 0.311 1.916 0.222
H -1.484 3.782 0.440
H -3.138 -0.423 4.460
C -1.461 -1.639 3.861
H 6.567 1.205 -3.257
C 2.575 -1.524 3.404
C 1.681 -5.240 -0.807
O -2.176 -0.655 1.394
C 1.893 -1.692 -3.523
C -2.914 2.586 -0.597
C 4.753 1.566 -0.993
C 2.814 0.222 -0.352
C -4.213 -1.941 2.079
C 0.713 -6.200 -1.060
C 5.669 -3.278 4.615
H 6.585 -2.704 4.752
H 1.980 3.818 -0.058
H -0.443 4.081 6.871
H 2.653 -5.534 -0.429
H 0.559 2.144 -3.728
C 4.072 -1.740 1.472
H -3.752 2.696 2.752
P -0.130 -1.668 -1.745
C -0.719 -0.732 -4.413
H 5.942 -2.796 1.730
H 5.272 -2.704 6.703
C 0.300 3.250 5.032
H -2.633 1.607 3.556
C -3.336 3.388 -1.645
H -1.305 -6.539 -1.709
C -2.893 -1.171 3.704
C -1.054 2.040 6.607
H 4.708 0.826 -5.464
H 4.593 -4.259 6.271
H 2.184 -3.167 -0.828
H 5.750 -0.414 -4.793
C 0.314 1.918 -1.052
C -2.364 3.185 0.676
Sc -1.040 0.162 0.240
H -1.521 0.008 6.098
C -0.401 3.207 6.231
H 2.247 -2.557 7.200
C 1.972 3.787 -1.140
C -3.262 -1.830 -4.393
C 4.992 0.328 -4.537
C 5.505 1.327 -3.471
H -1.959 -4.959 4.457
C 4.650 1.062 -2.256
H -3.260 4.467 -1.565
C -1.114 -1.483 -3.306
O 0.695 -0.961 0.565
C -3.962 1.406 -2.825
C -0.309 0.947 4.584
C -5.619 -1.667 1.659
C 4.791 -3.254 5.894
H -4.375 0.895 -3.684
H -0.175 -3.285 4.080
H 1.209 -2.427 -3.929
H -3.485 -0.999 -6.363
C 3.820 1.114 -0.054
H -3.113 3.872 1.079
C 5.039 -2.446 2.217
C 1.182 2.853 -3.193
C -3.517 0.686 -1.739
H 0.814 4.157 4.737
H 5.366 2.360 -3.798
C -2.259 -3.953 4.182
H -4.167 3.393 -3.624
C -5.223 0.760 1.856
C -3.849 2.788 -2.782
N -2.975 1.258 -0.654
H 3.319 5.212 -3.888
H -4.261 -2.250 -4.365
C 1.414 -3.898 -1.041
C 1.167 2.876 -1.805
C 3.513 -2.566 5.468
C -1.005 0.916 5.791
S 1.864 -0.129 1.104
C -3.104 1.831 2.598
H 0.925 -7.250 -0.895
C 3.621 0.143 -2.571
C 1.375 -1.256 4.144
Br 3.911 5.864 -1.058
C -3.967 -2.293 3.589
C 2.591 -0.282 -1.687
C 2.906 -1.258 2.021
C 4.813 -2.637 3.546
I -3.450 -3.421 0.686
C 2.757 4.631 -1.896
C -1.202 -2.939 4.030
C -0.802 -4.457 -1.746
P -0.140 -0.461 3.417
C 3.799 -0.337 -3.888
H -5.691 1.739 1.813
C 2.978 -1.318 -4.341
H -6.269 -2.514 1.470
H 0.259 -0.272 -4.437
C 0.337 2.130 4.210
H 3.904 1.464 0.973
H 4.276 -1.560 0.427
```

Calculated values
- energy above the lowest of the compared OMol25 structures with the same formula, charge and spin (kcal/mol) = 48.1
- charge = +1
- orbital gap (eV) = 7.5001
- E_tot (eV) = -219307.8086


No. 2
Here is a structure of composition C48H90CsF5N11OPSi2Te at a distorted geometry from the Open Molecules 2025 dataset. Energies are from wB97M-V/def2-TZVPD.

XYZ file:
```
160
Properties=species:S:1:pos:R:3
C 1.980 4.456 -1.051
H 2.047 7.590 0.056
H -4.690 0.581 -2.201
H 1.010 7.517 -1.821
Cs -0.207 -0.430 -0.139
N 2.075 -5.561 -1.450
H 6.820 -2.448 3.320
H -5.424 3.191 0.237
H 3.600 6.795 -0.138
H -2.973 -5.238 -1.571
C -7.252 0.628 -1.216
H 5.961 -1.905 -0.117
H -4.777 -1.190 -3.677
H 2.172 -1.616 -1.393
H 1.505 -4.468 1.713
C -2.654 4.138 -4.089
H -4.619 4.745 -0.789
F 0.709 -1.146 6.104
H 4.732 1.629 1.059
H 3.146 0.764 -0.205
N 3.004 3.956 -0.225
C 4.079 -6.445 2.885
H 2.489 -2.060 -3.083
C -2.562 -0.722 4.622
C -2.027 -0.878 -3.832
H -2.082 1.465 1.450
H 3.769 -6.891 1.940
C -1.695 5.110 2.469
H -6.222 1.856 1.011
C -0.831 3.138 1.129
H -0.368 -4.787 0.478
H -4.290 -4.667 -0.529
N -3.920 -3.476 -2.245
H 0.487 -6.521 -0.456
C -1.550 -3.212 -0.356
H -3.578 5.068 1.426
N 2.977 -3.504 -1.620
N 2.682 1.638 -0.445
C -3.284 3.337 -1.772
H -0.997 -1.113 -3.577
H 4.885 -4.131 -2.248
H -8.067 0.474 -0.505
N 0.801 -3.583 -0.813
H 3.938 -2.908 4.754
C -4.216 -2.055 -4.056
H 7.632 0.709 3.603
C 3.831 -4.378 -2.391
H 5.512 -0.221 -0.141
C -0.440 -4.252 -0.477
H -4.542 -4.199 -4.129
H 3.710 4.626 0.030
H 5.159 -6.573 2.971
H -4.790 4.417 -3.827
H -1.306 3.918 -2.388
C -0.246 -0.965 5.174
H -0.310 2.880 0.203
H -2.444 -3.659 0.087
H -5.789 -3.323 -3.212
C -2.760 -2.709 -2.380
H -2.878 3.411 -4.874
C 1.779 -4.380 2.767
H 1.474 -3.383 3.090
H -1.818 2.412 -3.062
H -1.287 4.705 3.402
H -2.335 -0.025 -3.223
H 5.253 -4.088 4.791
H -2.923 5.107 -0.607
C -3.664 4.751 -1.319
H -4.161 2.889 -2.259
C -6.156 -0.427 -0.981
H -4.648 -5.408 -2.087
H 3.579 -6.548 -2.546
H -1.199 -2.464 0.360
H 3.678 -4.496 5.470
C 3.468 -5.738 -1.824
N -2.845 -2.047 -3.599
N 1.179 3.782 -1.768
C -3.737 5.740 -2.503
C -4.724 -3.354 -3.450
C 1.828 -4.199 -1.233
C 6.933 0.749 2.766
C -2.236 2.509 1.142
C 5.763 -1.047 0.529
H -4.567 6.432 -2.349
H 0.214 4.972 1.474
H -1.133 5.146 0.385
N -1.760 -2.536 -1.615
H -7.686 0.507 -2.211
P -2.910 2.062 -0.504
C 4.176 -3.967 4.656
H 4.081 -5.974 -0.942
H 1.012 6.110 -2.901
C -4.489 1.234 -0.129
H 4.818 3.284 1.254
C 8.727 -0.282 0.527
H 1.194 -5.103 3.337
H 9.005 -1.126 -0.106
H -4.282 0.700 0.803
N 1.932 5.835 -1.040
H 1.779 -7.564 -1.026
C 0.042 -0.836 3.825
C 7.638 -2.217 2.636
H -6.230 2.372 -1.995
C -0.817 4.654 1.309
C -6.714 2.054 -1.067
H -2.813 2.693 3.174
Si 7.258 -0.697 1.614
H -2.078 -0.622 -4.891
H 9.599 -0.016 1.126
C -5.719 2.151 0.085
C -3.951 -4.755 -1.562
H 3.605 -4.319 -3.467
F -3.221 -0.450 2.402
C -3.129 4.617 2.313
H -3.996 -0.609 -1.125
C -2.169 3.413 -2.819
H 7.093 1.708 2.272
H 3.613 -7.015 3.689
H 7.819 -3.091 2.009
H -4.271 -2.053 -5.145
C -2.172 -0.615 3.296
C -4.766 0.159 -1.192
H -1.670 6.198 2.564
H 5.927 0.722 3.190
C -3.877 5.020 -3.835
H 1.395 2.792 -1.682
C 4.503 -3.705 1.621
C -1.572 -0.903 5.574
N 4.581 2.529 0.628
H 3.835 -1.645 -1.990
F -3.847 -0.659 5.012
H 8.535 -2.049 3.235
H -7.541 2.749 -0.907
O -1.947 1.051 -1.090
H -1.840 4.759 -4.473
Te 4.013 -1.628 1.651
H -6.310 -1.288 -1.635
C 3.364 2.633 -0.034
H -4.181 2.729 2.106
H -0.100 6.157 -1.540
H -0.265 2.680 1.947
H -0.734 -4.977 -1.249
F 1.387 -0.897 3.518
H -3.734 4.941 3.163
C -0.888 -0.661 2.837
H 2.395 6.152 1.002
H -6.211 -0.812 0.041
Si 3.617 -4.631 3.001
C 2.860 -2.131 -2.052
F -1.893 -1.019 6.871
H 5.583 -3.764 1.749
C 2.530 6.615 0.022
H -2.831 6.353 -2.531
C 1.560 -6.594 -0.576
C -3.162 3.097 2.216
H 8.502 0.562 -0.125
C 0.905 6.435 -1.868
H -3.998 5.739 -4.648
H 2.027 -6.562 0.416
H 4.231 -4.082 0.636
```

Calculated values
- energy above the lowest of the compared OMol25 structures with the same formula, charge and spin (kcal/mol) = 13.3
- orbital gap (eV) = 7.5396
- E_tot (eV) = -116150.8007


No. 3
Here is a structure of composition C27H26As2N3O10S3Y from the Open Molecules 2025 dataset. Energies are from wB97M-V/def2-TZVPD.

XYZ file:
```
72
Properties=species:S:1:pos:R:3
C -3.265 3.906 -2.313
H -2.090 -4.033 1.194
S -1.987 -1.573 -1.184
H 0.530 1.789 6.799
O 2.268 -4.055 0.907
C 3.438 0.602 3.505
C -0.972 -1.102 3.459
N -0.336 2.309 1.117
S -0.282 -3.695 -2.376
H 4.200 -1.256 2.709
H 4.761 -5.429 4.477
O 0.327 -5.205 0.995
H 4.222 0.720 4.243
C -2.190 -3.237 1.927
H -3.693 2.131 4.629
C -0.427 -2.206 -1.705
N 1.440 0.296 1.622
C -3.196 1.878 3.700
H 1.122 0.451 5.802
H 2.040 -4.412 -1.125
C 2.418 -0.612 1.725
C -1.312 -0.732 5.916
C 2.291 -4.573 4.003
H -2.784 5.014 -0.509
C 3.433 -0.495 2.656
C -2.688 4.094 -1.068
C -1.957 3.061 -0.519
O 2.324 -5.629 3.435
O -2.340 0.750 4.034
C -1.926 -0.021 3.074
O 3.139 -4.233 4.990
C 2.626 -4.787 -0.288
H -3.914 1.587 2.941
H -0.691 -4.081 5.896
C 1.445 1.350 2.447
C 4.105 -5.244 5.324
H 0.857 -4.322 6.754
H -0.090 1.588 5.148
O -0.001 2.970 3.340
C -0.563 -1.281 4.713
C -3.107 2.688 -2.954
H 2.370 2.411 4.042
H 2.373 -1.441 1.030
O -1.680 4.182 1.530
Y -0.602 0.231 0.148
S 0.979 -1.176 -1.405
H -2.314 -3.641 2.928
O -2.235 0.145 1.887
As -0.577 -2.161 1.841
H 3.605 -6.170 5.596
As 1.024 -2.295 5.278
C -1.317 3.251 0.846
C 0.117 -3.591 6.433
H -2.247 0.713 -2.767
C -2.379 1.693 -2.328
C 1.293 -3.475 3.741
N -1.804 1.879 -1.133
O -2.270 -1.339 6.302
C 0.283 2.324 2.350
C 1.087 -4.387 1.431
H -3.835 4.701 -2.777
H 3.684 -4.600 -0.433
C 0.258 1.068 6.036
H -0.283 -3.079 7.304
O -0.802 0.279 6.618
H 4.666 -4.848 6.164
H -2.569 2.697 3.354
C 2.425 1.541 3.403
C 0.712 -3.438 2.548
H 2.433 -5.846 -0.144
H -3.022 -2.597 1.650
H -3.544 2.498 -3.924
```

Calculated values
- energy above the lowest of the compared OMol25 structures with the same formula, charge and spin (kcal/mol) = 7.4
- orbital gap (eV) = 6.2509
- E_tot (eV) = -208596.1332


No. 4
Here is a cluster of 6 separate species, C14H26Cl6O12 in total at a distorted geometry from the Open Molecules 2025 dataset. Energies are from wB97M-V/def2-TZVPD.

XYZ file:
```
58
Properties=species:S:1:pos:R:3
C -0.897 -0.070 -0.983
O -1.249 2.114 1.648
H -2.650 2.121 -2.885
H 0.866 1.725 2.738
O -1.977 -0.567 -1.603
H 0.783 2.646 -1.532
C 0.726 1.626 -1.172
O -4.795 3.405 -2.791
H 3.916 -3.145 3.335
Cl -1.005 -4.367 0.946
H 4.775 -4.638 2.951
H 1.583 1.054 -1.589
H -0.846 -2.074 1.564
H 3.531 -3.906 1.800
H 8.075 -1.580 0.050
Cl -2.179 -3.199 3.274
O -4.070 5.540 -2.383
H -1.272 3.007 -3.793
H -3.913 1.801 2.031
O -0.418 -0.544 0.046
Cl 0.752 -2.924 -2.380
C -1.442 0.971 1.998
H -2.159 -2.475 -0.815
O 6.062 -1.728 0.248
C -2.354 2.840 -3.649
O -2.610 0.336 1.938
C -0.872 -3.043 2.062
C 5.020 -2.164 0.985
Cl 3.616 -2.491 -2.744
O -2.709 4.101 -3.136
C -5.363 5.962 -1.861
O 3.854 -1.818 0.813
O -0.424 0.890 -1.701
C -2.770 -1.529 -0.880
H 0.761 1.573 -0.016
H -2.833 2.531 -4.563
Cl 2.703 -4.514 -0.812
C 7.380 -1.908 0.835
Cl 0.653 -3.149 2.987
H -5.628 5.362 -0.984
H -4.347 0.274 1.047
O 5.387 -3.032 1.904
H 2.190 -2.304 -0.784
H -3.258 1.551 0.414
C 4.304 -3.754 2.551
H -5.119 6.932 -1.481
C -3.929 4.259 -2.716
H 7.531 -2.998 1.095
H -6.031 5.919 -2.642
O -0.545 0.170 2.605
H -2.995 -1.170 0.079
H -3.578 -1.643 -1.569
H 7.591 -1.198 1.712
C 2.386 -2.988 -1.577
C 0.829 0.641 2.685
H 1.307 0.270 1.834
H 1.304 0.236 3.570
C -3.645 1.063 1.295
```

Calculated values
- energy above the lowest of the compared OMol25 structures with the same formula, charge and spin (kcal/mol) = 0.0
- SMILES = COC(=O)OC.COC(=O)OC.COC(=O)OC.COC(=O)OC.ClC(Cl)Cl.ClC(Cl)Cl
- orbital gap (eV) = 11.1703
- E_tot (eV) = -114643.1722


No. 5
Here is a cluster of 2 separate species, C11H15N in total at a distorted geometry from the Open Molecules 2025 dataset. Energies are from wB97M-V/def2-TZVPD.

XYZ file:
```
27
Properties=species:S:1:pos:R:3
C 1.352 -0.140 -1.028
C 1.985 -1.841 1.703
H -0.492 2.256 -2.502
H -2.967 -1.430 -2.880
H 0.999 0.417 -3.051
C -2.639 -1.688 -0.769
N -0.297 1.053 1.922
C 0.001 1.116 0.580
C 1.263 -0.535 1.539
H -3.721 -1.663 -0.665
C 0.498 0.057 2.492
C 0.932 0.093 0.289
H 2.111 -0.912 -1.074
H -1.235 1.234 2.235
C 0.783 0.641 -2.017
H -2.161 -0.073 -2.279
H 3.054 -1.721 1.497
C -0.065 1.689 -1.677
C -2.203 -1.149 -2.153
H 0.560 0.017 3.567
H 1.841 -2.228 2.714
C -0.496 1.978 -0.399
H 1.571 -2.619 1.066
H -1.038 2.885 -0.174
H -2.319 -2.726 -0.740
H -2.147 -1.167 0.045
H -1.248 -1.622 -2.376
```

Calculated values
- energy above the lowest of the compared OMol25 structures with the same formula, charge and spin (kcal/mol) = 15.0
- SMILES = Cc1c[nH]c2ccccc12.CC
- orbital gap (eV) = 8.8543
- E_tot (eV) = -13140.1413


No. 6
Here is a structure of composition C15H26N4O2S at a distorted geometry from the Open Molecules 2025 dataset. Energies are from wB97M-V/def2-TZVPD.

XYZ file:
```
48
Properties=species:S:1:pos:R:3
H -2.136 1.584 -1.462
H -3.482 3.129 -0.816
C 4.395 3.294 0.013
N 1.628 -0.316 0.890
C -1.422 -2.426 2.161
H 1.037 -2.585 -0.513
H -4.777 -0.408 0.539
H 3.066 -3.973 -2.919
C -3.629 2.049 -0.237
H 2.988 -1.892 0.952
N 0.381 1.181 1.347
H -4.788 -0.729 -1.280
C -1.813 -1.920 1.019
S 0.413 -2.318 2.518
H -1.925 -1.704 3.188
C -2.819 -0.033 -0.467
N -2.346 -0.791 0.793
C 3.632 2.357 0.768
C -4.477 -0.163 -0.401
H 5.294 3.513 0.539
H -3.708 2.391 0.874
H 3.041 2.948 1.599
C 2.273 -3.611 -2.679
H 4.018 1.360 1.112
C 2.403 1.988 -0.037
C 1.460 0.964 0.788
H 1.356 -4.082 -2.074
H 1.498 2.834 -0.042
C 1.823 -1.645 -0.866
C 0.561 -0.849 2.028
H -4.674 1.487 -1.941
H -2.504 -0.440 1.637
H -1.563 1.506 0.161
H 3.481 -0.693 0.001
H 1.862 -2.794 -3.491
C 2.511 -1.184 0.238
N -0.174 0.200 2.210
H 4.850 2.720 -0.979
H 2.457 1.343 -0.894
H -1.645 -3.354 2.450
H -2.363 -0.896 -1.073
C -2.368 1.281 -0.275
O 2.714 -2.579 -1.624
O -1.442 -2.444 -0.380
H 3.911 4.025 -0.336
C -4.761 1.294 -1.005
H -5.735 1.492 -0.542
H 1.495 -1.109 -1.492
```

Calculated values
- energy above the lowest of the compared OMol25 structures with the same formula, charge and spin (kcal/mol) = 415.1
- orbital gap (eV) = 8.3708
- E_tot (eV) = -36850.0539


Number 1: M 1433.84 Da. Number 2: M 1279.96 Da. Number 3: M 887.47 Da. Number 4: M 599.07 Da. Number 5: M 161.25 Da. Number 6: M 326.47 Da.